{"formula": "C26H72N2O17", "method": "the ωB97M-V functional and the def2-TZVPD basis", "orbital_gap_ha": 0.33899, "e_homo_ha": -0.340, "smiles": "COCCNCCOC.COCCNCCOC.OCCO.OCCO.OCCO.OCCO.OCCO.OCCO.CCO", "total_energy_ha": -2422.0298, "species": ["C", "O", "C", "C", "N", "C", "C", "O", "C", "H", "H", "H", "H", "H", "H", "H", "H", "H", "H", "H", "H", "H", "H", "H", "C", "O", "C", "C", "N", "C", "C", "O", "C", "H", "H", "H", "H", "H", "H", "H", "H", "H", "H", "H", "H", "H", "H", "H", "O", "C", "C", "O", "H", "H", "H", "H", "H", "H", "O", "C", "C", "O", "H", "H", "H", "H", "H", "H", "O", "C", "C", "O", "H", "H", "H", "H", "H", "H", "O", "C", "C", "O", "H", "H", "H", "H", "H", "H", "O", "C", "C", "O", "H", "H", "H", "H", "H", "H", "O", "C", "C", "O", "H", "H", "H", "H", "H", "H", "C", "C", "O", "H", "H", "H", "H", "H", "H"], "coordinates": [[5.3130, 5.4170, -16.6760], [6.0540, 5.9430, -17.8020], [7.2230, 5.2460, -18.2240], [6.9460, 4.1150, -19.1890], [7.9600, 3.0790, -19.1210], [7.9980, 2.4050, -20.4130], [8.9870, 1.2490, -20.3630], [8.8350, 0.2490, -19.6540], [9.5960, 0.1990, -18.4980], [4.3150, 5.8520, -16.5460], [5.8470, 5.5310, -15.7320], [5.1370, 4.3400, -16.8500], [7.6670, 4.8960, -17.2940], [7.8660, 6.0240, -18.5860], [6.9980, 4.5320, -20.1900], [6.0270, 3.7090, -18.8750], [7.5170, 2.4400, -18.4260], [8.2500, 3.0710, -21.2400], [7.0180, 1.9880, -20.6490], [10.0190, 1.7020, -20.2740], [8.9570, 0.8170, -21.3680], [9.4310, -0.6480, -17.8350], [9.5110, 1.1120, -17.9280], [10.7080, 0.1160, -18.6810], [7.7010, -4.2570, -20.0910], [8.9050, -4.0640, -20.7110], [9.3030, -2.7210, -20.6960], [10.6580, -2.4680, -21.3190], [10.9460, -1.0550, -21.1490], [12.2880, -0.7230, -21.5090], [12.4670, 0.7940, -21.3100], [13.5880, 1.2960, -21.4620], [13.4710, 2.6830, -21.3280], [6.9640, -3.6210, -20.4650], [7.7950, -3.9780, -19.0620], [7.3290, -5.2930, -20.1890], [9.2740, -2.4320, -19.6500], [8.5660, -2.0920, -21.2290], [10.7290, -2.7080, -22.3630], [11.3380, -3.1090, -20.8370], [10.7660, -0.8910, -20.1740], [12.4680, -0.8750, -22.5770], [13.0710, -1.2950, -20.9620], [12.1680, 0.9730, -20.2980], [11.6980, 1.3500, -21.8350], [13.1920, 2.9290, -20.3270], [12.8480, 3.0920, -22.0740], [14.4590, 3.1690, -21.3590], [9.9320, 3.6170, -17.2970], [10.5170, 4.8930, -17.4110], [10.8110, 5.1460, -18.8520], [11.5180, 6.3200, -18.8730], [9.2970, 3.4900, -18.0100], [9.7920, 5.5980, -17.0930], [11.3370, 5.0330, -16.7100], [9.9680, 5.1970, -19.5480], [11.5720, 4.3680, -19.1810], [10.9880, 7.0230, -18.5040], [5.9520, 5.7190, -21.9850], [5.4670, 6.9000, -22.5580], [5.6660, 6.8430, -24.0530], [4.8790, 5.8050, -24.5780], [5.3390, 5.0400, -22.2330], [4.3650, 7.1190, -22.3760], [5.9300, 7.7870, -22.0820], [6.7500, 6.7490, -24.1810], [5.2730, 7.8070, -24.4400], [3.9850, 6.0040, -24.3340], [10.1400, 9.4130, -22.1370], [10.1620, 8.0130, -21.9940], [8.8120, 7.5580, -22.3440], [8.4740, 6.3530, -21.7140], [9.5970, 9.8100, -21.4500], [10.9570, 7.4830, -22.5740], [10.3390, 7.9130, -20.9560], [8.8070, 7.5760, -23.3990], [8.0890, 8.2280, -21.8570], [7.5520, 6.1420, -21.9550], [13.2730, 5.7870, -22.6120], [13.1410, 6.0930, -21.2330], [14.4120, 6.4190, -20.6690], [14.3420, 6.6640, -19.3160], [12.4080, 5.4700, -22.8560], [12.4180, 6.8720, -21.1270], [12.7080, 5.2000, -20.7640], [14.8680, 7.2740, -21.1090], [15.1220, 5.6090, -20.8880], [13.4250, 7.0020, -19.1610], [3.3580, 1.0210, -23.4030], [3.9830, 1.7330, -24.3330], [5.2330, 2.2630, -23.8060], [5.7770, 3.1090, -24.7980], [3.8720, 0.2660, -23.2290], [4.1150, 1.1860, -25.2720], [3.2930, 2.5390, -24.5510], [5.9110, 1.3980, -23.7190], [5.0370, 2.7270, -22.8650], [5.1710, 3.8020, -24.8430], [8.0860, 4.4760, -23.9930], [9.0160, 3.4000, -23.8790], [10.3010, 3.9130, -23.5100], [10.4270, 4.4020, -22.2030], [7.2970, 4.0670, -24.3410], [8.5560, 2.5530, -23.3610], [9.0590, 2.9430, -24.8540], [10.5100, 4.7480, -24.1670], [11.0140, 3.1280, -23.7700], [9.6560, 4.9240, -21.9750], [8.3190, -0.2900, -25.0990], [9.3450, -0.8560, -24.2370], [10.1350, 0.1020, -23.7240], [7.7280, 0.5150, -24.5510], [7.5980, -1.0850, -25.3840], [8.7680, 0.1120, -25.9870], [9.9120, -1.5310, -24.8050], [8.9090, -1.4160, -23.4710], [10.4800, -0.2420, -22.9430]], "atomic_forces_ev_per_a": [[0.6, -1.0, -0.9], [-1.5, 0.7, 0.3], [-0.7, 0.2, 2.0], [1.4, 1.6, 0.1], [-0.9, -0.4, 0.6], [0.0, -1.3, 1.0], [2.7, 6.9, -7.4], [-2.1, -7.6, 6.5], [1.9, 0.1, 1.4], [0.4, 0.4, -0.6], [0.3, 0.1, 0.0], [0.1, 0.2, 0.2], [0.5, -0.5, 0.0], [0.4, 0.2, -0.6], [-0.7, -0.1, -0.1], [-1.7, -0.4, -0.4], [1.1, 0.1, -0.7], [0.3, 0.1, 0.4], [-0.5, -0.1, -0.1], [-0.7, -0.1, 0.0], [0.2, 0.7, -0.8], [-0.9, -0.1, -0.3], [-0.2, 0.3, 0.4], [-0.8, 0.3, -0.3], [-0.2, -1.2, 0.8], [1.5, -0.7, -1.5], [-0.9, 0.2, -0.6], [-1.0, 0.3, 0.0], [-0.3, -0.9, -0.3], [1.7, 1.1, -0.4], [-7.5, -3.9, 1.9], [8.2, 2.9, -2.0], [2.8, 0.5, 0.6], [-1.5, 1.2, -1.0], [-0.1, -0.1, 1.2], [0.6, 0.4, 0.0], [0.3, 0.6, 0.4], [0.0, -0.1, 0.2], [-0.4, -0.3, -0.7], [1.4, -0.9, 0.8], [0.2, 0.6, 0.1], [-0.2, -0.5, -0.1], [-0.3, 0.3, -0.1], [-0.8, 0.0, 1.7], [-0.8, -0.2, -0.9], [-1.1, 0.1, 0.8], [-1.0, 0.6, -0.7], [-0.1, -0.5, -0.6], [0.9, -0.6, 1.5], [-1.4, -1.4, -0.2], [2.0, -1.6, 0.0], [1.3, 2.4, -0.7], [-0.4, 0.0, -0.7], [-0.9, 1.3, 0.4], [0.5, -0.4, -0.5], [-0.2, -0.4, 0.3], [-1.3, 0.6, 0.1], [-0.3, 0.3, 0.2], [-0.4, 0.5, 0.8], [-1.5, 1.6, 0.1], [-0.2, 2.0, 0.9], [0.9, -1.0, -0.5], [-0.2, -0.9, -0.2], [0.9, -0.8, 0.1], [0.3, -0.6, -0.4], [-0.4, -0.5, -0.9], [0.7, -0.3, -0.2], [-0.9, 0.2, 0.0], [1.0, 1.3, -1.4], [0.6, 0.4, 0.7], [-1.2, 0.0, 1.8], [0.3, -1.2, -0.1], [0.0, -0.3, 0.0], [-0.5, 1.0, 0.3], [0.4, -1.3, 1.2], [-0.9, -0.3, -1.5], [0.3, 0.8, -0.9], [0.6, -0.5, 0.2], [0.5, 0.3, -0.3], [-2.2, -1.7, -1.4], [2.7, -0.2, -0.1], [-1.3, 0.4, 1.8], [-0.5, -0.3, -0.3], [-0.4, 0.8, 0.3], [0.1, 0.2, 0.3], [0.2, 0.9, -1.0], [-0.1, -0.1, 0.3], [1.1, -0.6, 0.2], [-2.7, -1.2, 2.3], [-0.8, 1.2, -2.4], [1.7, -0.9, -1.4], [1.9, -1.5, 0.5], [0.8, -1.7, 0.6], [0.3, 0.0, -0.1], [-0.1, 0.6, -0.4], [0.1, 0.5, 0.5], [0.2, 0.5, 0.9], [-1.3, 2.4, -0.6], [0.4, 0.4, 0.6], [-2.9, -0.8, -1.5], [1.5, 0.4, -0.1], [1.0, -0.9, 0.8], [-0.8, -0.1, -0.3], [0.5, 0.2, 1.1], [0.7, -0.1, -0.8], [0.1, 0.2, -0.7], [0.4, 0.1, 0.7], [-0.6, 0.6, -0.1], [-2.6, 0.8, -0.1], [-0.6, -0.8, -0.6], [0.8, 3.1, -1.1], [0.8, -0.8, -0.8], [0.3, 0.5, 0.0], [0.0, 0.4, -0.5], [1.0, -1.4, -1.1], [-1.0, -1.1, 1.5], [1.1, -0.5, 2.6]]}